(1)
DFT (the ωB97M-V functional and the def2-TZVPD basis) results for C32H27F4N5O3 in the gas phase.

Results
- highest occupied orbital energy (eV) = -8.46
- SMILES string = CCOc1ccc(-n2c([C@@H](C)N(Cc3cccnc3)C(=O)Cc3ccc(F)c(C(F)(F)F)c3)nc3ncccc3c2=O)cc1
- frontier orbital gap (eV) = 8.568

Last column: Löwdin charge in e.
Element x y z (Å)
C (1.2287, 1.4482, -4.7071)  -0.04
C (0.0645, 0.6000, -5.2116)  -0.23
O (-0.2350, -0.4771, -4.3409)  -0.04
C (-0.8224, -0.2203, -3.1488)  -0.27
C (-1.3694, 0.9997, -2.7593)  0.00
C (-1.9064, 1.1492, -1.4950)  -0.01
C (-1.8767, 0.0983, -0.5928)  -0.21
C (-1.4240, -1.1492, -1.0048)  -0.01
C (-0.9066, -1.3036, -2.2709)  0.01
H (-0.5480, -2.2629, -2.6075)  0.12
H (-1.4871, -1.9931, -0.3357)  0.11
N (-2.3209, 0.2714, 0.7565)  0.13
C (-1.6963, 1.1162, 1.6305)  -0.21
N (-2.0302, 1.2560, 2.8640)  0.19
C (-3.0329, 0.4935, 3.3801)  -0.29
N (-3.2799, 0.6277, 4.6837)  0.14
C (-4.2230, -0.1173, 5.2124)  -0.14
C (-4.9849, -1.0443, 4.4990)  -0.05
C (-4.7386, -1.1937, 3.1509)  0.01
C (-3.7417, -0.4120, 2.5679)  -0.06
C (-3.4115, -0.5259, 1.1533)  -0.35
O (-3.9947, -1.2254, 0.3571)  0.11
H (-5.2837, -1.8929, 2.5339)  0.13
H (-5.7442, -1.6257, 4.9974)  0.10
H (-4.3840, 0.0277, 6.2733)  0.11
C (-0.4838, 1.9033, 1.1739)  -0.23
N (0.7087, 1.0624, 1.3047)  0.00
C (1.4271, 0.8239, 0.1807)  -0.41
O (1.1352, 1.3210, -0.8901)  0.08
C (2.6540, -0.0854, 0.3118)  -0.04
C (3.0618, -0.5082, -1.0699)  -0.21
C (2.4249, -1.5777, -1.6882)  -0.01
C (2.7279, -1.9303, -2.9891)  0.02
C (3.6843, -1.2067, -3.6765)  -0.23
C (4.3386, -0.1347, -3.0783)  -0.05
C (4.0136, 0.2128, -1.7749)  0.05
H (4.5063, 1.0564, -1.3166)  0.13
C (5.3772, 0.6316, -3.8504)  -0.58
F (6.4100, -0.1418, -4.2241)  0.15
F (4.8860, 1.1810, -4.9722)  0.15
F (5.9052, 1.6391, -3.1390)  0.14
F (3.9829, -1.5454, -4.9389)  0.10
H (2.2311, -2.7484, -3.4843)  0.13
H (1.6771, -2.1391, -1.1496)  0.11
H (2.4282, -0.9592, 0.9215)  0.11
H (3.4544, 0.4869, 0.7861)  0.13
C (1.0046, 0.5481, 2.6260)  -0.09
C (0.2009, -0.6799, 2.9806)  -0.18
C (-0.3054, -0.8651, 4.2626)  -0.03
C (-1.0730, -1.9855, 4.5291)  -0.06
C (-1.3181, -2.8799, 3.4973)  -0.15
N (-0.8341, -2.7203, 2.2784)  0.08
C (-0.0910, -1.6558, 2.0357)  -0.12
H (0.2724, -1.5664, 1.0204)  0.09
H (-1.9287, -3.7602, 3.6454)  0.11
H (-1.4870, -2.1507, 5.5112)  0.11
H (-0.1203, -0.1310, 5.0325)  0.12
H (2.0729, 0.3319, 2.7065)  0.13
H (0.7694, 1.3307, 3.3509)  0.12
C (-0.3543, 3.2147, 1.9463)  -0.02
H (-1.1307, 3.8995, 1.6178)  0.09
H (0.6149, 3.6634, 1.7439)  0.09
H (-0.4804, 3.0569, 3.0125)  0.07
H (-0.5446, 2.1246, 0.1061)  0.12
H (-2.3449, 2.0954, -1.2111)  0.13
H (-1.3788, 1.8475, -3.4242)  0.11
H (0.3275, 0.1189, -6.1572)  0.12
H (-0.8280, 1.2151, -5.3783)  0.11
H (1.0894, 1.7064, -3.6592)  0.07
H (1.3064, 2.3584, -5.2947)  0.08
H (2.1595, 0.8973, -4.8007)  0.06

Forces on the atoms, in the same order (eV/Å):
C -0.26 -0.31 -0.01
C 0.17 0.40 -0.20
O -0.04 -0.26 0.14
C -0.17 -0.02 0.27
C 0.08 -0.03 -0.35
C -0.13 -0.37 0.22
C 0.11 0.15 -0.50
C 0.07 0.18 -0.02
C 0.05 0.11 -0.13
H 0.05 -0.14 -0.05
H -0.01 -0.10 0.08
N -0.26 -0.22 -0.15
C -0.07 0.28 0.40
N 0.34 0.53 -0.09
C -0.56 -0.67 -0.50
N 0.27 0.34 0.16
C -0.15 -0.13 0.05
C -0.01 -0.09 -0.19
C 0.09 0.10 0.02
C 0.08 0.25 0.54
C -0.15 -0.02 -0.02
O -0.07 -0.08 0.07
H -0.05 -0.05 -0.04
H -0.06 -0.04 0.05
H -0.09 -0.06 0.09
C 0.11 0.43 -0.30
N -0.41 0.17 0.18
C 0.34 -0.09 -0.04
O 0.14 0.08 -0.13
C -0.19 0.10 -0.37
C 0.13 -0.06 0.01
C 0.24 0.16 0.04
C 0.15 0.06 -0.24
C -0.05 0.12 0.41
C 0.06 -0.04 -0.25
C -0.09 -0.23 -0.11
H 0.05 0.07 0.03
C 0.23 0.08 -0.10
F 0.00 -0.23 0.00
F -0.23 -0.02 -0.12
F -0.08 0.09 0.27
F 0.00 0.02 -0.01
H -0.05 -0.10 -0.07
H -0.11 -0.07 0.07
H 0.07 0.03 0.12
H -0.01 -0.07 0.11
C 0.14 -0.17 0.10
C 0.00 -0.26 0.19
C 0.11 -0.21 -0.18
C 0.10 0.03 -0.03
C -0.08 -0.03 0.30
N -0.13 -0.41 -0.41
C 0.24 0.35 0.14
H 0.05 0.11 -0.09
H -0.08 -0.06 0.12
H -0.07 -0.03 0.09
H -0.03 0.13 0.08
H -0.09 0.11 0.00
H 0.11 -0.05 -0.02
C 0.01 -0.23 -0.09
H -0.10 0.11 0.01
H 0.08 0.04 -0.08
H 0.02 0.07 0.06
H 0.02 -0.06 0.36
H 0.00 0.09 0.06
H 0.06 0.07 -0.09
H -0.11 0.10 0.09
H 0.04 -0.11 -0.01
H 0.03 0.09 0.08
H 0.03 0.13 -0.07
H 0.11 -0.03 0.01



(2)
DFT (the ωB97M-V functional and the def2-TZVPD basis) results for a molecular structure, C20H23Ge2I2N3OPd.

Results
- highest occupied orbital energy (alpha / beta) (eV) = -9.20 / -11.98
- multiplicity = 4
- net charge = +1
- frontier orbital gap (alpha / beta) (eV) = 6.061 / 5.782

Last column: Löwdin charge in e.
Element x y z (Å)
Pd (0.6797, -1.0146, -1.0627)  0.15
I (1.6014, -1.1229, 3.0972)  0.96
C (2.8571, -2.3680, 1.9284)  -1.06
I (3.0653, -2.0053, -0.1792)  0.95
H (2.4823, -3.3784, 2.0323)  -0.04
H (3.8544, -2.2622, 2.3381)  -0.04
N (-1.5963, -4.8588, 1.6480)  0.22
C (-1.0179, -4.0772, 0.7269)  -0.52
O (0.0879, -3.5826, 0.8237)  0.00
C (-1.8333, -3.8318, -0.5099)  -0.08
C (-3.1376, -4.3104, -0.6793)  -0.17
N (-4.2259, -4.6923, -0.7571)  0.24
C (-1.2067, -3.1005, -1.5242)  -0.13
N (-0.6236, -2.5019, -2.3274)  0.19
H (-1.0790, -5.0783, 2.4824)  0.13
H (-2.5065, -5.2694, 1.5171)  0.11
C (1.7727, 0.0054, -4.0054)  -0.26
Ge (1.6214, 0.9666, -2.3014)  0.72
C (0.3966, 2.4868, -2.5458)  -0.25
C (3.4254, 1.5196, -1.7332)  -0.28
Ge (0.6598, 0.5002, 0.7545)  0.72
C (-1.2300, -0.0927, 0.6442)  -0.38
C (-1.9634, 0.4420, -0.4275)  -0.12
C (-3.2443, -0.0096, -0.7235)  -0.06
C (-3.8247, -0.9964, 0.0555)  -0.07
C (-3.1170, -1.5313, 1.1291)  -0.09
C (-1.8295, -1.0964, 1.4109)  -0.15
C (0.7294, 2.3389, 1.3971)  -0.37
C (-0.1049, 2.6125, 2.4849)  -0.13
C (-0.1257, 3.8713, 3.0639)  -0.07
C (0.6754, 4.8807, 2.5480)  -0.06
C (1.5017, 4.6218, 1.4630)  -0.07
C (1.5368, 3.3563, 0.8973)  -0.12
H (2.3455, 0.6357, -4.6912)  0.03
H (0.7919, -0.1816, -4.4393)  0.02
H (2.2934, -0.9449, -3.9041)  0.01
H (0.8103, 3.1299, -3.3270)  0.03
H (0.2694, 3.0859, -1.6445)  0.00
H (-0.5821, 2.1452, -2.8831)  0.01
H (3.5925, 2.5708, -1.9772)  0.03
H (4.1613, 0.9267, -2.2788)  0.02
H (3.6128, 1.3769, -0.6689)  -0.01
H (-1.5396, 1.2370, -1.0257)  0.07
H (-3.7867, 0.4211, -1.5552)  0.11
H (-4.8255, -1.3461, -0.1632)  0.11
H (-3.5760, -2.2882, 1.7552)  0.11
H (-1.2964, -1.5528, 2.2359)  0.05
H (-0.7635, 1.8427, 2.8764)  0.10
H (-0.7748, 4.0660, 3.9081)  0.11
H (0.6544, 5.8679, 2.9913)  0.11
H (2.1245, 5.4087, 1.0565)  0.11
H (2.2075, 3.1778, 0.0689)  0.08

Forces on the atoms, in the same order (eV/Å):
Pd 0.19 0.22 -0.03
I 0.13 -0.06 0.18
C -0.08 -0.07 0.02
I 0.04 0.04 -0.02
H -0.07 0.03 -0.05
H 0.01 0.01 -0.03
N -0.16 -0.05 0.09
C -0.02 -0.13 -0.09
O 0.15 0.06 0.01
C 0.06 -0.03 -0.01
C -0.24 -0.01 -0.02
N 0.13 -0.03 0.03
C 0.13 0.06 -0.13
N -0.08 -0.03 0.11
H 0.01 -0.01 0.03
H 0.03 -0.01 0.01
C -0.04 0.04 -0.04
Ge -0.04 0.05 0.03
C 0.10 -0.01 0.00
C -0.06 -0.02 0.00
Ge 0.09 0.03 -0.12
C -0.10 0.10 -0.03
C -0.01 -0.03 0.08
C -0.03 -0.01 -0.01
C -0.01 0.00 -0.01
C 0.00 0.03 0.03
C 0.00 -0.03 0.03
C -0.27 -0.04 0.02
C -0.09 -0.09 -0.01
C 0.02 0.05 0.00
C -0.01 -0.02 0.01
C -0.01 0.05 0.03
C 0.18 -0.05 -0.02
H -0.02 0.00 0.00
H -0.01 0.00 0.01
H 0.03 -0.01 0.04
H 0.01 -0.01 0.02
H 0.02 -0.04 0.01
H 0.03 -0.04 -0.02
H -0.03 -0.02 -0.01
H -0.03 0.00 0.00
H -0.07 0.01 0.00
H 0.03 0.07 -0.04
H -0.01 -0.01 0.00
H 0.01 0.00 0.00
H -0.01 0.02 -0.01
H 0.03 0.05 0.00
H 0.01 0.02 -0.01
H 0.01 0.00 -0.02
H 0.00 -0.02 -0.02
H -0.01 -0.03 0.01
H 0.02 -0.06 -0.08



(3)
DFT (the ωB97M-V functional and the def2-TZVPD basis) results for 7 unconnected molecules or ions with the total composition C12H39O7.

Results
- highest occupied orbital energy (eV) = -12.26
- net charge = +1
- frontier orbital gap (eV) = 10.063

Last column: Löwdin charge in e.
Element x y z (Å)
O (-0.3134, -0.2431, 0.3205)  0.23
H (0.3982, -0.4373, -0.1260)  -0.01
H (0.0225, 0.6180, 0.8536)  0.15
H (-0.7256, -0.7160, 1.0889)  0.09
C (3.3452, -2.4945, 2.5388)  -0.08
C (1.8792, -2.0397, 2.7038)  -0.33
O (1.8269, -0.7180, 2.2662)  -0.14
H (3.9335, -1.9180, 3.2846)  0.07
H (3.8438, -2.2011, 1.5398)  0.10
H (3.5965, -3.5421, 2.8138)  0.08
H (1.5946, -2.1022, 3.6983)  0.10
H (1.4629, -2.6243, 2.0162)  0.06
H (2.2800, -0.0565, 2.9977)  0.19
C (-2.6709, 1.9897, -1.0798)  -0.05
C (-3.6221, 0.7796, -0.8734)  -0.29
O (-3.0115, -0.3309, -0.3734)  0.06
H (-2.1105, 2.0909, -1.9865)  0.05
H (-1.9732, 1.8096, -0.3066)  0.02
H (-3.1978, 2.9521, -0.8998)  0.10
H (-4.1611, 0.7207, -1.7477)  0.09
H (-4.3232, 1.1693, -0.1662)  0.10
H (-3.4350, -0.9949, -0.4286)  -0.07
C (0.0438, 0.2712, -3.5991)  -0.08
C (0.4071, 1.6450, -4.1399)  -0.39
O (-0.6494, 2.2762, -4.6677)  0.00
H (-0.3719, 0.3174, -2.5608)  0.04
H (1.0221, -0.5212, -3.5870)  0.13
H (-0.7316, -0.4383, -4.1383)  0.11
H (1.0562, 1.4634, -4.9428)  0.09
H (0.9668, 2.3089, -3.5177)  0.10
H (-0.2745, 3.0436, -4.9256)  0.04
C (0.8753, 3.7294, -0.4767)  -0.05
C (1.5255, 2.6465, 0.3767)  -0.28
O (0.4808, 2.2091, 1.1898)  -0.04
H (1.2725, 3.9608, -1.4950)  0.09
H (0.7178, 4.5072, 0.1953)  0.05
H (-0.2263, 3.4611, -0.8826)  0.11
H (2.4008, 2.9782, 0.6645)  0.06
H (2.1179, 1.8348, -0.1149)  0.14
H (0.2986, 2.8791, 1.7354)  0.05
C (0.2567, -3.0029, -1.3624)  -0.03
C (1.7618, -2.8339, -1.2108)  -0.19
O (1.9350, -1.4829, -0.6923)  -0.06
H (0.0346, -2.3188, -2.1170)  0.05
H (-0.4088, -2.8961, -0.6629)  0.00
H (-0.2052, -3.8633, -1.8216)  0.10
H (2.1604, -2.6180, -2.1440)  0.08
H (2.4682, -3.5798, -0.7598)  0.14
H (2.7733, -1.3263, -0.6931)  -0.01
C (-1.8584, 0.2177, 3.1944)  -0.07
C (-2.0184, -1.2885, 3.2780)  -0.22
O (-1.3689, -1.8293, 2.1383)  0.01
H (-0.7201, 0.9018, 3.0819)  0.16
H (-2.1072, 0.6449, 4.2221)  0.09
H (-2.5456, 0.7644, 2.5086)  0.07
H (-2.9229, -1.5424, 3.4994)  0.07
H (-1.4083, -1.5830, 4.0550)  0.10
H (-1.3969, -2.6475, 2.2388)  -0.02

Forces on the atoms, in the same order (eV/Å):
O -5.86 6.17 5.43
H 6.90 -3.63 -3.91
H -0.80 -0.75 -1.13
H 0.22 -1.91 -0.29
C 2.07 0.62 0.67
C 4.84 1.37 0.04
O 0.80 4.14 2.18
H -0.09 -0.16 -0.33
H -1.26 -0.66 1.32
H -0.56 0.45 -0.49
H -1.00 -0.71 1.77
H -3.14 -2.12 -2.43
H -1.67 -2.79 -2.73
C -0.82 -0.27 0.76
C 0.13 3.41 0.45
O 10.16 12.39 1.39
H 0.04 -0.40 -0.84
H 1.12 0.50 1.04
H 0.26 -0.72 -0.06
H -1.22 -1.27 -2.25
H -0.74 0.08 0.81
H -9.11 -13.74 -1.32
C 0.80 -3.79 1.09
C 1.22 -2.92 -0.01
O -4.35 -1.80 0.66
H 0.49 -0.04 -0.63
H -2.38 2.52 0.21
H 1.37 2.19 0.35
H 1.57 -0.55 -1.28
H 0.36 0.04 1.47
H 0.92 4.35 -1.80
C -2.26 -2.14 -3.61
C -2.68 -1.65 -5.04
O 1.85 -5.01 -1.69
H 0.67 0.37 1.33
H -0.03 2.10 0.55
H 2.25 -0.02 1.42
H 3.81 2.80 3.88
H -1.96 -0.59 -0.60
H -1.60 3.80 3.63
C 3.05 -1.70 -3.83
C -0.08 0.41 0.87
O -8.16 -1.76 1.19
H -0.63 1.71 -1.06
H -2.84 1.27 5.04
H 1.07 -1.21 -0.35
H 0.49 -0.95 -2.41
H -1.20 0.51 0.34
H 8.06 1.81 0.16
C 1.27 4.22 1.50
C 6.55 3.98 -1.87
O -0.62 10.60 -1.90
H -2.98 -3.07 0.01
H -0.03 -0.61 -1.18
H 0.41 -0.75 0.21
H -5.84 -1.75 0.36
H 1.15 -0.74 2.22
H 0.03 -11.64 0.69



Energy relative to the best compared isomer or geometry (same formula, charge and spin) (computed, eV): 0.000, 0.000, 10.414
Molar mass (computed, g/mol): 605.592, 826.872, 295.437